# 1
This record from OMol25 describes a molecular structure, C37H32BrMoN7O2S3. The level of theory is ωB97M-V/def2-TZVPD.

Summary:
Lowest unoccupied orbital energy (spin up / spin down) in eV: -1.316 / -1.521
⟨S²⟩: 2.038
Energy in eV: -157818.766
HOMO (spin up / spin down) in eV: -7.170 / -7.568
Frontier orbital gap (spin up / spin down) in eV: 5.85 / 6.05
Energy above the lowest of the compared OMol25 structures with the same formula, charge and spin in kJ/mol: 0.0

Structure (ORCA input):
```
! wB97M-V def2-TZVPD RIJCOSX def2/J DEFGRID3
* xyz 0 3
Mo 0.60 -0.91 -0.40
C 5.12 -0.89 -0.13
O 4.67 -0.34 -1.41
C 3.36 -0.25 -1.30
N 2.80 -0.77 -0.29
C 3.85 -1.48 0.49
C 3.73 -1.28 1.97
C 3.82 -2.37 2.83
C 3.68 -2.20 4.20
C 3.45 -0.93 4.71
C 3.39 0.17 3.86
C 3.53 -0.01 2.49
C 2.61 0.48 -2.33
C 3.25 1.09 -3.38
C 2.49 1.86 -4.25
C 1.15 2.04 -3.98
C 0.59 1.39 -2.88
N 1.29 0.56 -2.11
C -0.80 1.73 -2.48
N -1.32 1.40 -1.38
C -2.64 2.05 -1.31
C -2.69 2.90 -2.61
O -1.47 2.54 -3.32
C -2.80 2.86 -0.04
C -1.72 3.56 0.48
C -1.87 4.31 1.64
C -3.11 4.38 2.26
C -4.19 3.69 1.74
C -4.03 2.92 0.59
H 5.50 -0.05 0.46
H 5.90 -1.61 -0.33
H 3.75 -2.54 0.24
H 3.97 -3.37 2.42
H 3.72 -3.06 4.85
H 3.33 -0.80 5.78
H 3.21 1.16 4.26
H 3.47 0.85 1.84
H 4.32 0.97 -3.50
H 2.95 2.35 -5.10
H 0.52 2.68 -4.58
H -3.40 1.27 -1.33
H -2.65 3.97 -2.41
H -3.53 2.66 -3.25
H -0.74 3.50 0.01
H -1.02 4.83 2.05
H -3.23 4.97 3.17
H -5.15 3.73 2.23
H -4.87 2.36 0.20
S 0.38 -2.36 1.51
C 1.26 -3.80 1.06
C 1.48 -4.74 2.12
N 1.67 -5.49 2.97
C 1.72 -4.05 -0.19
S 1.49 -3.00 -1.55
C 2.43 -5.27 -0.46
N 3.02 -6.23 -0.72
Br -5.57 0.71 4.39
C -4.15 0.29 3.23
C -4.36 -0.53 2.15
C -3.29 -0.78 1.31
N -2.07 -0.27 1.50
C -1.88 0.51 2.56
C -2.89 0.83 3.46
H -5.33 -0.98 1.95
H -3.41 -1.44 0.45
H -0.88 0.90 2.69
H -2.70 1.48 4.30
S 1.76 3.26 1.62
C 1.14 1.85 1.12
N 0.69 0.84 0.75
C -3.06 -1.55 -2.88
C -1.53 -1.45 -2.85
C -0.93 -2.47 -3.82
C -1.03 -1.66 -1.43
H -3.44 -1.39 -3.89
H -3.52 -0.80 -2.22
H -3.38 -2.53 -2.54
H -1.25 -0.46 -3.21
H -1.14 -3.49 -3.49
H 0.15 -2.37 -3.91
H -1.37 -2.34 -4.82
H -1.29 -2.64 -1.06
H -1.48 -0.89 -0.72
*
```


# 2
This record from OMol25 describes 7 unconnected molecules or ions with the total composition C37H32Cl2N6O12. The level of theory is ωB97M-V/def2-TZVPD.

Summary:
SMILES: O=[N+]([O-])c1ccccc1.O=[N+]([O-])c1ccccc1.O=[N+]([O-])c1ccccc1.O=[N+]([O-])c1ccccc1.O=[N+]([O-])c1ccccc1.O=[N+]([O-])c1ccccc1.ClCCl
Lowest unoccupied orbital energy in eV: -1.182
Energy in eV: -97425.382
HOMO in eV: -9.877
Frontier orbital gap in eV: 8.70

Structure (ORCA input):
```
! wB97M-V def2-TZVPD RIJCOSX def2/J DEFGRID3
* xyz 0 1
O -1.09 -5.00 -0.91
N -2.06 -4.34 -0.96
O -2.93 -4.42 -1.79
C -2.18 -3.24 0.09
C -1.03 -2.70 0.58
C -1.09 -1.59 1.47
C -2.41 -1.14 1.74
C -3.57 -1.72 1.23
C -3.42 -2.83 0.37
H -0.12 -3.19 0.34
H -0.20 -1.04 1.72
H -2.50 -0.37 2.45
H -4.50 -1.37 1.62
H -4.27 -3.28 -0.11
O -2.24 3.54 -5.74
N -2.66 3.25 -4.62
O -3.08 2.15 -4.31
C -2.54 4.27 -3.60
C -3.50 4.30 -2.61
C -3.53 5.37 -1.75
C -2.73 6.45 -2.00
C -1.78 6.46 -3.03
C -1.71 5.37 -3.84
H -4.26 3.48 -2.45
H -4.33 5.55 -1.00
H -2.83 7.32 -1.41
H -1.15 7.32 -3.31
H -0.85 5.37 -4.53
O -2.42 1.92 4.67
N -2.93 0.84 4.96
O -2.48 -0.26 4.63
C -4.29 0.93 5.58
C -5.13 -0.16 5.64
C -6.37 -0.07 6.31
C -6.80 1.14 6.79
C -5.96 2.22 6.76
C -4.65 2.11 6.17
H -4.90 -1.05 5.08
H -6.99 -0.99 6.43
H -7.73 1.25 7.30
H -6.24 3.18 7.16
H -3.88 2.88 6.21
O 7.57 -4.85 2.53
N 7.03 -5.13 1.49
O 7.57 -5.80 0.63
C 5.65 -4.63 1.27
C 5.05 -3.93 2.27
C 3.72 -3.58 2.05
C 3.08 -3.84 0.84
C 3.79 -4.51 -0.14
C 5.13 -4.88 0.02
H 5.57 -3.80 3.17
H 3.12 -3.04 2.78
H 2.03 -3.63 0.68
H 3.29 -4.73 -1.10
H 5.71 -5.31 -0.78
O 6.08 -2.99 -5.80
N 5.18 -2.17 -5.59
O 4.29 -1.92 -6.40
C 5.07 -1.54 -4.27
C 6.09 -1.75 -3.37
C 5.89 -1.26 -2.08
C 4.76 -0.43 -1.78
C 3.92 -0.07 -2.80
C 4.00 -0.70 -4.04
H 6.94 -2.29 -3.77
H 6.67 -1.44 -1.32
H 4.70 -0.13 -0.73
H 3.09 0.53 -2.52
H 3.27 -0.57 -4.80
O 0.05 2.87 -2.86
N 0.99 2.85 -2.06
O 2.17 3.08 -2.28
C 0.60 2.56 -0.68
C -0.71 2.77 -0.37
C -1.05 2.42 0.97
C -0.09 1.92 1.84
C 1.25 1.75 1.41
C 1.64 2.07 0.09
H -1.45 2.96 -1.11
H -2.10 2.63 1.26
H -0.26 1.62 2.89
H 2.02 1.47 2.13
H 2.67 1.88 -0.29
Cl 0.62 -1.13 -2.71
C -0.97 -0.40 -3.06
Cl -2.11 -0.53 -1.74
H -0.83 0.65 -3.30
H -1.38 -0.96 -3.92
*
```


# 3
This record from OMol25 describes a molecular structure, C37H32DyF3P2. The level of theory is ωB97M-V/def2-TZVPD.

Summary:
Lowest unoccupied orbital energy (spin up / spin down) in eV: -6.568 / -6.729
⟨S²⟩: 9.336
Energy in eV: -89684.507
HOMO (spin up / spin down) in eV: -14.235 / -14.207
Frontier orbital gap (spin up / spin down) in eV: 7.67 / 7.48
Energy above the lowest of the compared OMol25 structures with the same formula, charge and spin in kJ/mol: 0.0

Structure (ORCA input):
```
! wB97M-V def2-TZVPD RIJCOSX def2/J DEFGRID3
* xyz 2 6
C 0.64 -1.19 -2.08
C -0.37 -1.76 -1.28
C -1.71 -1.83 -1.75
C -1.96 -1.52 -3.08
C -0.91 -1.16 -3.92
C 0.39 -0.96 -3.43
P 0.04 -1.91 0.51
C -1.31 -2.99 1.18
C -2.48 -2.50 1.85
C -3.47 -3.44 2.21
C -3.35 -4.77 1.85
C -2.24 -5.21 1.11
C -1.22 -4.33 0.79
Dy -1.25 0.13 1.50
P 0.21 1.97 0.36
C -1.31 1.96 -0.74
C -1.14 2.19 -2.12
C -2.24 2.15 -2.98
C -3.50 1.81 -2.48
C -3.66 1.47 -1.15
C -2.60 1.55 -0.22
C -0.12 3.28 1.61
C 0.67 3.32 2.77
C 0.38 4.24 3.78
C -0.68 5.13 3.62
C -1.48 5.08 2.48
C -1.21 4.16 1.46
C 1.80 2.27 -0.37
C 2.84 1.31 -0.25
C 4.05 1.54 -0.90
C 4.20 2.73 -1.66
C 3.16 3.68 -1.80
C 1.95 3.44 -1.15
C 1.61 -2.74 0.60
C 2.05 -3.52 -0.49
C 3.26 -4.21 -0.43
C 4.04 -4.09 0.75
C 3.64 -3.29 1.85
C 2.42 -2.62 1.75
H 1.49 2.60 2.88
H 0.99 4.27 4.68
H -0.88 5.88 4.39
H -2.31 5.78 2.34
H -1.83 4.07 0.57
H -0.14 2.39 -2.49
H -2.10 2.38 -4.04
H -4.35 1.82 -3.16
H -4.64 1.14 -0.80
H -2.87 1.52 0.89
H 2.66 0.39 0.31
H 4.88 0.81 -0.84
H 5.15 2.91 -2.17
H 3.28 4.58 -2.42
H 1.09 4.10 -1.27
H 1.42 -3.58 -1.38
H 3.58 -4.83 -1.29
H 4.98 -4.65 0.81
H 4.27 -3.23 2.75
H 2.06 -2.00 2.58
H -2.72 -1.43 2.07
H -4.34 -3.11 2.76
H -4.12 -5.49 2.12
H -2.17 -6.24 0.76
H -0.37 -4.62 0.17
H -2.54 -2.07 -1.08
H -2.99 -1.54 -3.47
H -1.14 -0.96 -4.98
H 1.22 -0.60 -4.04
H 1.60 -0.90 -1.65
H -0.22 0.86 -5.40
H 0.44 0.73 -5.06
F -0.20 0.77 4.65
C 0.08 -0.06 3.58
F 1.46 0.25 3.30
F 0.17 -1.32 4.15
*
```